Molecular formula: C26H26N3
Method: DFT, wB97M-V/def2-TZVPD

Positions of all 55 atoms, in Å:
1 N 0.343210 0.630884 -1.035494
2 N 1.429969 1.673502 -2.669147
3 N 3.998382 0.701790 2.133621
4 C -0.251100 1.252864 -4.523731
5 C 2.058145 -2.855191 2.935889
6 C 5.396507 1.079519 2.223304
7 C -0.424536 0.532153 -2.181747
8 C 0.247041 1.203018 -3.235478
9 C 4.203722 -1.706820 2.792931
10 C -1.135841 -0.532103 1.215748
11 C -2.049147 0.733326 -6.177418
12 C 2.977304 1.534563 1.794979
13 C -1.625978 -0.120328 -2.474776
14 C 1.739417 0.836505 1.888924
15 C -2.905864 0.658779 3.002738
16 C -1.695766 1.277502 2.727408
17 C 2.082374 -0.516907 2.366705
18 C 0.490468 1.321546 1.524963
19 C 3.459848 -2.881528 2.992874
20 C 1.439070 1.305794 -1.353484
21 C -3.255446 -0.546850 2.377452
22 C 3.492578 -0.561882 2.460400
23 C -2.179320 -0.028658 -3.759978
24 C -0.765118 0.679102 1.839326
25 C -1.493755 0.652102 -4.785480
26 C -2.339396 -1.160802 1.512876
27 C -4.607447 -1.155138 2.604548
28 C -3.497216 -0.703502 -4.019863
29 C 1.363562 -1.658040 2.690966
30 H -3.972725 -0.357070 -4.942941
31 H -3.056937 1.168151 -6.209101
32 H -2.568430 -2.132827 1.071549
33 H 5.993853 0.168244 2.285635
34 H -0.450389 -0.937663 0.472733
35 H 5.689091 1.657089 1.338001
36 H -5.144220 -0.587799 3.371847
37 H 0.459626 2.358254 1.177714
38 H 1.489299 -3.771987 3.093566
39 H 5.287772 -1.674926 2.875862
40 H -2.099829 -0.249481 -6.667208
41 H 3.139274 2.579380 1.538492
42 H -4.535131 -2.200392 2.929834
43 H -3.381545 -1.794626 -4.099969
44 H -1.421995 2.219365 3.207327
45 H 2.165706 2.191512 -3.138748
46 H -4.194197 -0.522300 -3.191678
47 H -2.097711 -0.693532 -1.677438
48 H 0.317074 1.752901 -5.310830
49 H -5.213506 -1.140782 1.687442
50 H 5.590661 1.692079 3.115686
51 H -1.392521 1.369830 -6.779962
52 H 0.281623 -1.600554 2.769267
53 H 3.969639 -3.820015 3.204307
54 H 2.259719 1.578490 -0.702678
55 H -3.609888 1.103440 3.712209

Forces on atoms 1 to 2 (eV/Å):
N 1.375 0.476 0.708
N 0.210 0.142 -0.093

The calculation puts the HOMO energy at -0.3937 Ha. The charge is +1. The calculation puts the energy above the lowest of the compared OMol25 structures with the same formula, charge and spin at 65.2 kJ/mol. The calculation puts the orbital gap at 0.22800 Eh. For the calculated total energy, the calculation gives -1170.40945 a.u.

These are the Löwdin partial charges, in e, on atoms 1 to 4: number 1, N, carries 0.104; number 2, N, carries 0.113; number 3, N, carries -0.050; number 4, C, carries 0.028